Below is a gas-phase ion, C20H22F2N (charge +1) at a distorted geometry, with properties calculated with ωB97M-V with the def2-TZVPD basis set.

XYZ file:
```
45
Properties=species:S:1:pos:R:3:nbo_charge:R:1
C 5.26201 -1.68581 6.04579 -0.639
C 4.00983 -2.09519 5.35038 -0.075
C 3.74861 -3.41629 4.97812 -0.172
C 2.55943 -3.76560 4.34014 -0.201
C 1.61808 -2.78562 4.01968 -0.033
C 0.37401 -3.11751 3.19205 -0.369
C 0.50712 -2.39965 1.93523 0.687
N 0.76505 -2.38315 0.77862 -0.221
C 0.97759 -1.72044 -0.52025 0.096
C 0.40371 -0.31249 -0.52477 -0.608
C 0.28475 -2.54918 -1.59379 -0.610
C 2.47170 -1.63751 -0.81089 -0.611
C -1.01161 -2.76920 3.75355 -0.036
C -2.09995 -3.46440 3.21758 -0.216
C -3.40546 -3.11228 3.53829 -0.179
C -3.66722 -2.04242 4.40562 -0.068
C -5.04405 -1.53472 4.65924 -0.642
C -2.56340 -1.40475 4.96342 0.480
F -2.79123 -0.30817 5.75621 -0.326
C -1.24156 -1.76659 4.69622 -0.301
C 1.86988 -1.45639 4.34443 -0.316
C 3.04329 -1.14510 5.03017 0.482
F 3.25005 0.15521 5.41273 -0.325
H 5.97310 -2.51768 6.05126 0.227
H 5.73105 -0.82785 5.55071 0.240
H 5.10226 -1.40143 7.09364 0.245
H 4.49815 -4.17828 5.20350 0.235
H 2.35029 -4.80477 4.07608 0.224
H 0.36961 -4.19691 2.98216 0.301
H 0.89982 0.32715 0.21436 0.227
H 0.57052 0.12349 -1.51634 0.247
H -0.67447 -0.31897 -0.33176 0.229
H 0.65727 -3.57817 -1.59791 0.229
H -0.79646 -2.57610 -1.42432 0.227
H 0.47653 -2.10033 -2.57150 0.242
H 2.94185 -2.62685 -0.78603 0.230
H 2.61236 -1.21191 -1.80996 0.243
H 2.98340 -0.98964 -0.08847 0.228
H -1.90033 -4.28515 2.52522 0.214
H -4.24685 -3.65490 3.10143 0.233
H -5.78222 -2.24032 4.26715 0.226
H -5.26505 -1.39287 5.72331 0.244
H -5.21134 -0.56738 4.16472 0.239
H -0.42145 -1.24038 5.17718 0.244
H 1.17333 -0.66982 4.05788 0.230
```

Values from the calculation:
E_HOMO	-12.19	eV
total charge	+1
LUMO	-4.5	eV
energy relative to the best compared isomer or geometry (same formula, charge and spin)	0.0	kJ/mol
energy	-28015.017	eV
strongest force on any atom	5.27	eV/A